No. 1
A molecular structure, C19AuF24GeSSb, computed with ωB97M-V/def2-TZVPD.

```
47
Properties=species:S:1:pos:R:3:mulliken_spin:R:1
Au 1.510 -2.214 1.047 0.374
F 1.282 -5.025 0.717 0.001
Sb 1.576 -4.956 -1.164 -0.001
F 0.454 -6.440 -1.438 0.000
F 0.097 -3.757 -1.267 0.001
F 1.891 -4.736 -3.003 0.001
F 2.651 -3.396 -0.778 0.016
F 3.101 -6.043 -0.992 0.000
F -1.614 2.794 -0.611 0.000
C -2.263 2.651 0.555 0.004
C -2.040 1.520 1.321 0.000
C -2.755 1.421 2.501 -0.002
F -2.619 0.360 3.299 0.004
C -3.642 2.405 2.909 0.001
F -4.313 2.285 4.056 0.000
C -3.833 3.523 2.118 0.000
F -4.684 4.472 2.500 0.000
C -3.140 3.652 0.927 0.000
F -3.327 4.729 0.160 0.000
Ge -0.684 0.238 0.679 -0.008
S -0.450 -1.471 2.024 0.256
C 0.935 1.354 0.591 -0.009
C 1.487 1.883 -0.563 0.006
F 0.885 1.724 -1.747 0.001
C 2.662 2.613 -0.551 0.000
F 3.171 3.109 -1.680 0.000
C 3.307 2.846 0.651 -0.001
F 4.433 3.554 0.676 0.000
C 2.768 2.362 1.829 0.000
F 3.375 2.608 2.989 0.001
C 1.594 1.635 1.779 -0.002
F 1.079 1.216 2.940 -0.003
C -1.204 -0.398 -1.104 0.014
C -2.521 -0.448 -1.524 -0.006
F -3.504 0.041 -0.747 0.000
C -2.891 -0.993 -2.739 0.000
F -4.173 -1.014 -3.117 0.000
C -1.918 -1.520 -3.570 -0.001
F -2.263 -2.044 -4.743 0.000
C -0.591 -1.497 -3.183 0.000
F 0.341 -1.999 -3.981 0.000
C -0.261 -0.940 -1.961 -0.001
F 1.032 -0.932 -1.619 0.001
F 3.476 -0.716 2.530 0.003
C 3.418 -1.445 1.393 0.297
F 4.362 -2.394 1.495 0.026
F 3.801 -0.616 0.396 0.025
```

Values from the calculation:
- Kohn-Sham gap (spin up / spin down) (eV) = 8.30 / 7.27
- LUMO (spin up / spin down) (eV) = 1.92 / 0.21
- calculated total energy (a.u.) = -5972.0802
- total charge = -1
- 2S+1 = 2
- E_HOMO (spin up / spin down) (eV) = -6.38 / -7.06

=====

No. 2
2 unconnected molecules or ions with the total composition C12H20NO at a distorted geometry, computed with ωB97M-V/def2-TZVPD.

```
34
Properties=species:S:1:pos:R:3:mulliken_spin:R:1
C 3.679 2.099 -0.301 0.162
C 3.037 1.457 -1.339 -0.086
C 3.901 1.434 0.924 -0.079
C 2.511 0.141 -1.292 0.244
C 3.408 0.111 0.968 0.159
C 2.680 -0.505 -0.049 0.033
C 2.324 -2.865 -0.761 0.921
C -2.712 -0.621 -0.865 0.006
C -2.702 -0.313 1.540 0.000
C -3.306 1.534 0.115 0.000
C -0.961 0.722 0.193 0.000
C 2.193 -1.864 0.115 0.440
N -2.412 0.371 0.253 -0.007
O 1.398 -1.965 1.236 0.135
H 3.996 3.207 -0.418 0.006
H 3.262 1.862 -2.419 -0.003
H 4.685 1.687 1.652 -0.003
H 2.192 -0.376 -2.167 0.010
H 3.517 -0.538 1.832 -0.001
H 3.037 -2.910 -1.475 0.046
H -0.362 -0.088 0.700 0.004
H 1.826 -3.787 -0.702 0.007
H -3.709 -1.056 -0.776 0.001
H -2.660 -0.051 -1.742 0.002
H -2.074 -1.514 -0.852 -0.002
H -2.372 0.155 2.421 0.000
H -3.736 -0.544 1.638 0.000
H -2.232 -1.327 1.602 0.000
H -4.266 1.248 0.033 0.000
H -3.060 2.307 0.928 0.000
H -3.078 2.192 -0.769 0.000
H -0.822 0.835 -0.795 -0.003
H -0.890 1.735 0.590 0.001
H 1.307 -2.948 1.466 0.007
```

Values from the calculation:
- Kohn-Sham gap (spin up / spin down) (eV) = 4.94 / 6.75
- LUMO (spin up / spin down) (eV) = -2.66 / -4.71
- calculated total energy (a.u.) = -598.7622
- total charge = +1
- 2S+1 = 3
- E_HOMO (spin up / spin down) (eV) = -7.59 / -11.47

=====

No. 3
4 unconnected molecules or ions with the total composition C7H11N3O10P at a distorted geometry, computed with ωB97M-V/def2-TZVPD.

```
32
Properties=species:S:1:pos:R:3:mulliken_charge:R:1
C 1.606 1.024 -1.636 0.634
C 1.859 0.996 -0.474 -1.267
P 1.949 0.766 1.243 0.080
C 3.523 -0.322 1.528 0.639
O 3.377 -1.322 2.206 -0.592
O 4.499 0.182 0.960 -0.672
C 0.324 0.003 1.939 0.763
O 0.484 -0.628 2.977 -0.637
O -0.693 0.282 1.290 -0.680
H 1.577 0.804 -2.671 0.763
H 2.102 2.029 1.826 0.086
C -2.538 0.480 3.777 -0.618
N -3.274 1.480 4.602 0.885
O -2.639 2.182 5.358 -0.537
O -4.482 1.534 4.467 -0.572
H -1.481 0.542 4.000 0.279
H -2.931 -0.499 4.032 0.249
H -2.720 0.710 2.733 0.282
C -1.281 2.079 -5.431 -0.727
N -0.101 2.085 -4.526 0.860
O 0.050 3.038 -3.801 -0.505
O 0.631 1.118 -4.586 -0.528
H -1.838 2.994 -5.271 0.299
H -0.909 2.016 -6.449 0.281
H -1.876 1.206 -5.183 0.289
C 0.457 -4.077 -0.121 -0.789
N 0.967 -2.848 -0.786 0.890
O 0.774 -1.804 -0.221 -0.455
O 1.541 -2.995 -1.849 -0.571
H -0.021 -3.785 0.806 0.298
H -0.247 -4.547 -0.801 0.281
H 1.311 -4.722 0.063 0.293
```

Values from the calculation:
- Kohn-Sham gap (eV) = 7.01
- LUMO (eV) = 1.95
- calculated total energy (a.u.) = -1531.0768
- total charge = -1
- E_HOMO (eV) = -5.06